The following is a quantum chemistry calculation of a structure of composition C5H3AlO6 in a non-equilibrium geometry, from the OMol25 dataset.

XYZ file:
```
15
Properties=species:S:1:pos:R:3:forces:R:3:mulliken_charge:R:1
O -0.985 0.573 -2.175 1.114 -0.453 1.671 -0.388
C 0.151 -0.093 -1.800 -1.670 1.524 -3.570 0.655
Al -0.559 -0.134 0.694 0.540 0.256 -0.112 0.840
C -0.544 1.263 2.358 0.492 2.194 4.106 0.393
O -0.411 1.900 3.302 -0.626 -2.493 -4.038 -0.005
C -0.329 -1.312 -1.074 -1.121 -6.184 -0.312 0.103
O -0.420 -2.421 -1.513 0.074 3.351 1.528 -0.194
C 0.813 0.580 -0.649 5.152 2.861 1.915 -0.079
O 1.899 1.063 -0.448 -3.176 -1.232 -0.975 -0.228
C -1.873 0.933 -0.621 -3.349 1.330 -2.076 0.278
O -2.868 1.481 -0.912 3.275 -1.690 1.682 -0.165
H 0.748 -0.384 -2.676 0.414 0.209 0.177 0.532
O 1.228 -1.126 1.533 -1.337 0.769 0.008 -0.493
H 1.137 -1.755 2.270 0.272 -0.165 -0.020 0.367
H 2.012 -0.568 1.708 -0.055 -0.277 0.017 0.385
```
Forces are in eV/Å.

Values from the calculation:
Total energy, eV: -24091.353
Frontier orbital gap (alpha / beta), eV: 6.6 / 6.4
Molar mass, g/mol: 186.1
Energy relative to the best compared isomer or geometry (same formula, charge and spin), kJ/mol: 304.5
Net charge: +2
Lowest unoccupied orbital energy (alpha / beta), eV: -12.01 / -12.18